# 1
The following is a DFT calculation (the ωB97M-V functional and the def2-TZVPD basis) of a single C2H3FN2O molecule.

**HOMO level**: -10.4 eV
**Spin multiplicity**: 1
**Energy relative to the best compared isomer or geometry (same formula, charge and spin)**: 136.26 kJ/mol
**Kohn-Sham gap**: 10.58 eV
**Electronic energy**: -362.5393 Ha
**LUMO energy**: 0.2 eV

Atoms and positions in Å:
C -1.047 -0.113 -0.111
C 1.277 -0.003 -0.085
N -2.208 0.681 -0.251
N -1.594 0.831 0.808
O 0.057 0.107 -0.829
F -1.241 -1.423 0.223
H 2.068 0.196 -0.803
H 1.385 -1.010 0.325
H 1.302 0.734 0.721

Partial atomic charges computed with the Löwdin method, in multiples of e:
1 C -0.68
2 C -0.04
3 N 0.20
4 N 0.20
5 O -0.04
6 F 0.08
7 H 0.09
8 H 0.09
9 H 0.09



# 2
The following is a DFT calculation (the ωB97M-V functional and the def2-TZVPD basis) of a molecular structure, C27H19Cl2F6N3O5PS2W.

**HOMO level (spin up / spin down)**: -17.5 / -17.5 eV
**Spin multiplicity**: 1
**Energy relative to the best compared isomer or geometry (same formula, charge and spin)**: 181.99 kJ/mol
**Total charge**: +3
**Kohn-Sham gap (spin up / spin down)**: 6.07 / 6.07 eV
**Electronic energy**: -4304.0293 Ha
**LUMO energy (spin up / spin down)**: -11.5 / -11.5 eV

Atoms and positions in Å:
W -0.595 1.352 -0.189
F 0.773 4.840 -1.868
C -0.521 4.595 -1.877
F -1.195 5.514 -2.507
F -0.727 3.390 -2.421
S -1.057 4.515 -0.111
O -0.134 3.400 0.392
O -0.940 5.768 0.521
N -2.483 3.821 -0.201
S -2.850 3.078 1.154
O -2.193 1.678 1.072
O -2.590 3.750 2.377
C -4.702 2.683 0.967
F -5.292 3.339 1.925
F -5.104 3.064 -0.220
F -4.855 1.379 1.103
O -2.487 1.433 -1.920
N -2.103 0.285 -1.244
C -2.914 -0.705 -1.118
C -2.714 -1.879 -0.321
C -3.785 -2.769 -0.276
C -3.690 -3.937 0.468
C -2.516 -4.208 1.145
C -1.432 -3.322 1.098
C -1.522 -2.145 0.378
P -0.060 -1.121 0.102
C 0.571 -1.705 -1.481
C 1.064 -3.017 -1.443
C 1.506 -3.622 -2.606
C 1.443 -2.940 -3.816
C 0.940 -1.647 -3.859
C 0.506 -1.028 -2.696
C 1.143 -1.489 1.361
C 2.480 -1.649 0.991
C 3.434 -1.896 1.969
C 3.058 -1.969 3.304
C 1.727 -1.792 3.675
C 0.767 -1.548 2.709
H -3.302 1.297 -2.442
H -3.860 -0.616 -1.653
H -4.693 -2.548 -0.824
H -4.522 -4.626 0.506
H -2.424 -5.124 1.715
H -0.523 -3.585 1.620
H 1.114 -3.568 -0.512
H 1.898 -4.629 -2.566
H 1.786 -3.417 -4.724
H 0.886 -1.116 -4.799
H 0.136 -0.013 -2.782
H 2.774 -1.623 -0.051
H 4.467 -2.051 1.687
H 3.803 -2.176 4.062
H 1.441 -1.853 4.717
H -0.264 -1.404 3.010
Cl 3.533 1.662 -2.522
C 3.500 1.838 -0.832
C 4.633 2.180 -0.107
C 4.560 2.323 1.271
C 3.369 2.123 1.997
C 2.278 1.793 1.263
Cl 0.709 1.453 2.019
C 2.294 1.656 -0.141
N 1.097 1.365 -0.709
H 5.567 2.341 -0.629
H 5.455 2.595 1.817
H 3.339 2.227 3.074

Partial atomic charges computed with the Löwdin method, in multiples of e:
1 W 1.56
2 F 0.20
3 C -0.69
4 F 0.23
5 F 0.11
6 S 0.73
7 O -0.51
8 O -0.13
9 N -0.29
10 S 0.76
11 O -0.51
12 O -0.18
13 C -0.67
14 F 0.23
15 F 0.20
16 F 0.18
17 O -0.04
18 N -0.19
19 C 0.00
20 C -0.20
21 C 0.03
22 C 0.01
23 C 0.02
24 C -0.03
25 C -0.26
26 P 1.05
27 C -0.35
28 C -0.08
29 C -0.02
30 C -0.01
31 C -0.04
32 C -0.11
33 C -0.43
34 C -0.08
35 C -0.03
36 C -0.02
37 C -0.03
38 C -0.14
39 H 0.16
40 H 0.17
41 H 0.14
42 H 0.14
43 H 0.14
44 H 0.12
45 H 0.12
46 H 0.13
47 H 0.13
48 H 0.13
49 H 0.08
50 H 0.11
51 H 0.13
52 H 0.13
53 H 0.13
54 H 0.12
55 Cl 0.83
56 C -0.58
57 C -0.03
58 C 0.03
59 C -0.02
60 C -0.45
61 Cl 0.95
62 C -0.39
63 N -0.10
64 H 0.14
65 H 0.14
66 H 0.14



# 3
The following is a DFT calculation (the ωB97M-V functional and the def2-TZVPD basis) of a molecular structure, C19H46Cl14O14.

**HOMO level**: -10.0 eV
**Spin multiplicity**: 1
**Kohn-Sham gap**: 9.77 eV
**Electronic energy**: -8247.2729 Ha
**LUMO energy**: -0.2 eV

Atoms and positions in Å:
C 2.505 9.988 -4.037
Cl 1.868 10.832 -2.686
Cl 2.593 8.229 -3.644
Cl 1.401 10.222 -5.401
Cl 4.102 10.761 -4.462
C -7.534 6.696 1.710
Cl -8.071 7.296 0.085
Cl -8.859 5.670 2.323
Cl -6.077 5.616 1.562
Cl -7.274 8.140 2.756
C 5.373 0.332 -5.447
Cl 5.803 -1.259 -5.900
Cl 6.345 0.637 -4.045
Cl 5.523 1.531 -6.777
Cl 3.735 0.316 -4.888
C 0.468 -2.943 5.179
C 1.358 -3.197 6.422
O 1.019 -4.320 7.181
O 0.389 -4.053 4.373
H 0.924 -2.273 4.450
H -0.498 -2.533 5.474
H 1.414 -2.336 7.088
H 2.399 -3.296 6.112
H 1.596 -5.032 6.896
H -0.261 -4.614 4.802
C 3.844 -5.100 0.475
C 3.106 -4.183 -0.554
O 1.672 -4.019 -0.338
O 3.755 -4.590 1.781
H 4.906 -5.258 0.292
H 3.373 -6.083 0.469
H 3.340 -4.407 -1.595
H 3.442 -3.148 -0.481
H 1.546 -3.995 0.613
H 2.877 -4.715 2.149
C -1.059 2.357 -0.687
C 0.341 2.922 -0.462
O 0.865 2.357 0.738
O -1.105 1.229 -1.530
H -1.534 3.176 -1.227
H -1.667 2.168 0.197
H 0.345 4.010 -0.403
H 0.946 2.810 -1.361
H 0.150 2.413 1.376
H -0.763 0.541 -0.954
C 7.689 -0.542 3.732
C 6.671 0.321 2.998
O 5.339 0.237 3.501
O 7.383 -1.965 3.690
H 7.522 -0.393 4.798
H 8.740 -0.402 3.477
H 6.639 0.092 1.933
H 7.165 1.292 3.028
H 4.887 0.863 2.931
H 6.437 -2.053 3.555
C -1.727 0.074 -8.644
C -2.373 -0.645 -9.756
O -2.129 -2.068 -9.632
O -2.542 -0.105 -7.413
H -1.753 1.125 -8.932
H -0.671 -0.153 -8.500
H -2.018 -0.416 -10.761
H -3.440 -0.428 -9.712
H -1.817 -2.173 -8.730
H -2.052 0.244 -6.665
C -3.200 -4.472 -4.767
C -2.062 -5.204 -5.494
O -1.118 -4.356 -6.098
O -4.066 -3.933 -5.743
H -2.742 -3.692 -4.159
H -3.752 -5.148 -4.114
H -2.557 -5.878 -6.192
H -1.512 -5.993 -4.981
H -0.503 -4.977 -6.495
H -3.628 -3.127 -6.025
C -0.266 3.127 7.549
C -0.621 3.911 6.245
O -1.120 2.901 5.373
O -1.351 2.272 7.986
H -0.087 3.961 8.228
H 0.673 2.603 7.373
H 0.174 4.507 5.797
H -1.411 4.634 6.448
H -1.831 2.409 5.789
H -1.009 1.635 8.618
Cl -5.905 0.115 4.258
C -7.271 -0.634 3.364
C -6.718 -1.107 2.007
Cl -5.253 -2.172 2.281
H -8.072 0.104 3.347
H -7.763 -1.381 3.986
H -6.260 -0.221 1.568
H -7.347 -1.681 1.327

Partial atomic charges computed with the Löwdin method, in multiples of e:
1 C -2.03
2 Cl 0.55
3 Cl 0.50
4 Cl 0.51
5 Cl 0.48
6 C -1.94
7 Cl 0.47
8 Cl 0.49
9 Cl 0.48
10 Cl 0.50
11 C -2.14
12 Cl 0.55
13 Cl 0.53
14 Cl 0.52
15 Cl 0.53
16 C -0.27
17 C -0.25
18 O -0.05
19 O -0.06
20 H 0.12
21 H 0.12
22 H 0.11
23 H 0.11
24 H 0.09
25 H 0.09
26 C -0.24
27 C -0.20
28 O -0.08
29 O -0.07
30 H 0.12
31 H 0.11
32 H 0.11
33 H 0.11
34 H 0.06
35 H 0.07
36 C -0.27
37 C -0.24
38 O -0.07
39 O -0.05
40 H 0.11
41 H 0.12
42 H 0.11
43 H 0.12
44 H 0.08
45 H 0.09
46 C -0.21
47 C -0.27
48 O -0.05
49 O -0.09
50 H 0.11
51 H 0.12
52 H 0.12
53 H 0.11
54 H 0.09
55 H 0.07
56 C -0.23
57 C -0.24
58 O -0.07
59 O -0.07
60 H 0.11
61 H 0.12
62 H 0.12
63 H 0.12
64 H 0.06
65 H 0.08
66 C -0.24
67 C -0.28
68 O -0.06
69 O -0.05
70 H 0.12
71 H 0.12
72 H 0.11
73 H 0.11
74 H 0.09
75 H 0.08
76 C -0.22
77 C -0.22
78 O -0.09
79 O -0.07
80 H 0.10
81 H 0.12
82 H 0.12
83 H 0.11
84 H 0.07
85 H 0.09
86 Cl 0.51
87 C -0.64
88 C -0.59
89 Cl 0.47
90 H 0.07
91 H 0.07
92 H 0.05
93 H 0.07



# 4
The following is a DFT calculation (the ωB97M-V functional and the def2-TZVPD basis) of 2 unconnected molecules or ions with the total composition C4H7NO2.

**HOMO level**: -8.3 eV
**Spin multiplicity**: 1
**Energy relative to the best compared isomer or geometry (same formula, charge and spin)**: 781.74 kJ/mol
**Kohn-Sham gap**: 9.30 eV
**Electronic energy**: -361.5831 Ha
**LUMO energy**: 1.0 eV

Atoms and positions in Å:
C -2.163 0.803 -0.114
C -2.491 -0.490 -0.131
C 1.891 -0.769 -0.254
C 0.370 1.054 -0.176
N -0.790 0.453 -0.583
O -1.267 -0.861 -0.584
O 1.525 0.582 -0.664
H -2.553 1.767 0.177
H -3.406 -1.108 -0.110
H 1.619 -1.502 -1.052
H 1.182 -0.943 0.552
H 2.957 -0.826 -0.069
H 0.253 2.105 -0.142
H 0.275 0.613 1.571

Partial atomic charges computed with the Löwdin method, in multiples of e:
1 C -0.03
2 C -0.11
3 C -0.05
4 C -0.27
5 N -0.10
6 O -0.03
7 O -0.14
8 H 0.10
9 H 0.13
10 H 0.10
11 H 0.04
12 H 0.09
13 H 0.12
14 H 0.15



# 5
The following is a DFT calculation (the ωB97M-V functional and the def2-TZVPD basis) of 2 unconnected molecules or ions with the total composition C5H11NO3S.

**HOMO level (spin up / spin down)**: -7.9 / -7.9 eV
**Spin multiplicity**: 1
**Energy relative to the best compared isomer or geometry (same formula, charge and spin)**: 372.06 kJ/mol
**Kohn-Sham gap (spin up / spin down)**: 6.27 / 6.27 eV
**Electronic energy**: -875.6333 Ha
**LUMO energy (spin up / spin down)**: -1.6 / -1.6 eV

Atoms and positions in Å:
C -1.192 2.230 0.258
C -0.491 1.449 1.105
C -0.731 -2.143 0.741
C -0.829 -0.706 -1.240
C -0.455 0.030 1.124
N -0.927 -0.806 0.197
O 1.665 1.163 -1.362
O 3.639 0.626 0.004
O 1.947 -1.166 -0.282
S 2.223 0.277 -0.031
H -1.149 3.346 0.278
H -1.839 2.023 -0.543
H 0.229 2.007 1.700
H -1.209 -2.314 1.796
H -1.240 -2.744 -0.037
H 0.418 -2.429 0.822
H -0.653 0.320 -1.426
H 0.061 -1.138 -1.654
H -1.756 -1.213 -1.667
H -0.091 -0.333 1.976
H 2.380 1.521 -1.760

Partial atomic charges computed with the Löwdin method, in multiples of e:
1 C 0.07
2 C -0.15
3 C -0.07
4 C -0.03
5 C -0.08
6 N -0.15
7 O -0.26
8 O -0.45
9 O -0.48
10 S 0.66
11 H 0.09
12 H 0.05
13 H 0.12
14 H 0.13
15 H 0.09
16 H 0.13
17 H 0.05
18 H 0.08
19 H 0.13
20 H 0.09
21 H -0.03



# 6
The following is a DFT calculation (the ωB97M-V functional and the def2-TZVPD basis) of a molecular structure, CH11N5.

**HOMO level (spin up / spin down)**: -6.4 / -6.4 eV
**Spin multiplicity**: 1
**Energy relative to the best compared isomer or geometry (same formula, charge and spin)**: 479.29 kJ/mol
**Kohn-Sham gap (spin up / spin down)**: 7.29 / 7.29 eV
**Electronic energy**: -318.2187 Ha
**LUMO energy (spin up / spin down)**: 0.9 / 0.9 eV

Atoms and positions in Å:
C 0.962 -0.669 1.116
N 1.550 0.735 -0.070
N 1.634 0.504 -1.482
H 2.454 1.115 0.218
H 0.819 -0.052 -1.755
H 2.487 -0.004 -1.699
H 0.334 -0.285 1.912
H 1.983 -0.813 1.456
H 0.539 -1.506 0.568
N -1.010 0.432 0.131
N -1.298 -0.272 -1.082
N -2.002 0.337 1.121
H 0.402 1.107 -0.047
H -1.588 -1.239 -0.897
H -2.070 0.180 -1.580
H -2.445 -0.584 1.135
H -2.749 1.013 0.955

Partial atomic charges computed with the Löwdin method, in multiples of e:
1 C 0.06
2 N -0.10
3 N -0.02
4 H 0.12
5 H 0.04
6 H 0.07
7 H 0.03
8 H 0.03
9 H 0.05
10 N -0.41
11 N -0.09
12 N -0.08
13 H 0.13
14 H 0.04
15 H 0.05
16 H 0.04
17 H 0.04



# 7
The following is a DFT calculation (the ωB97M-V functional and the def2-TZVPD basis) of a molecular structure, C6H9ClN2S3.

**HOMO level**: -8.3 eV
**Spin multiplicity**: 1
**Kohn-Sham gap**: 7.79 eV
**Electronic energy**: -1998.2249 Ha
**LUMO energy**: -0.5 eV

Atoms and positions in Å:
C 1.358 -0.653 3.005
C 0.210 -0.877 2.034
C -1.033 -1.497 2.618
C -0.569 0.721 -2.052
C -0.727 0.669 -3.578
C -0.119 1.862 -4.177
H 1.061 0.027 3.809
H 2.212 -0.221 2.476
H 1.657 -1.600 3.466
H 0.535 -1.525 1.208
H -0.693 1.309 2.277
H -1.777 -1.768 1.864
H 1.337 -0.038 -2.205
H 0.809 0.391 -0.605
H -1.791 0.647 -3.808
N 0.632 0.356 -1.599
N 0.368 2.803 -4.640
S -0.311 0.651 1.169
S -1.352 -1.736 4.181
S -1.808 1.278 -1.133
Cl 0.004 -0.799 -4.307

Partial atomic charges computed with the Löwdin method, in multiples of e:
1 C -0.17
2 C -0.76
3 C -0.71
4 C -0.91
5 C -0.68
6 C -0.26
7 H 0.07
8 H 0.07
9 H 0.08
10 H 0.10
11 H -0.07
12 H 0.05
13 H 0.09
14 H -0.01
15 H 0.09
16 N 0.06
17 N 0.18
18 S 0.75
19 S 0.71
20 S 0.65
21 Cl 0.65



# 8
The following is a DFT calculation (the ωB97M-V functional and the def2-TZVPD basis) of a single C5H8N2 molecule.

**HOMO level (spin up / spin down)**: -6.0 / -5.9 eV
**Spin multiplicity**: 1
**Energy relative to the best compared isomer or geometry (same formula, charge and spin)**: 298.91 kJ/mol
**Kohn-Sham gap (spin up / spin down)**: 6.14 / 6.15 eV
**Electronic energy**: -304.7216 Ha
**LUMO energy (spin up / spin down)**: 0.2 / 0.2 eV

Atoms and positions in Å:
C -2.446 -0.388 -0.410
C -1.111 -0.173 -0.241
C -0.554 1.124 -0.567
N 0.660 1.223 -0.150
C 1.057 0.001 0.598
N 2.395 -0.372 0.155
C -0.043 -0.920 0.269
H -3.064 0.398 -0.804
H -2.867 -1.342 -0.127
H 0.980 0.353 1.681
H -1.063 1.957 -1.042
H 1.315 1.973 -0.310
H 2.930 -0.623 0.968
H 2.286 -1.222 -0.396
H -0.149 -1.868 0.776

Partial atomic charges computed with the Löwdin method, in multiples of e:
1 C 0.01
2 C -0.40
3 C 0.00
4 N 0.10
5 C -0.42
6 N 0.05
7 C -0.09
8 H 0.03
9 H 0.04
10 H 0.16
11 H 0.14
12 H 0.16
13 H 0.06
14 H 0.07
15 H 0.09